DFT (the ωB97M-V functional and the def2-TZVPD basis) results for a structure of composition C5H17N2O3 at a distorted geometry.

Values from the calculation:
LUMO level, eV: 3.30
ΔE to the lowest compared entry with this formula, charge and spin, kJ/mol: 164.8
F_max, Eh/bohr: 0.077
Gap between HOMO and LUMO, eV: 7.38
Total energy, eV: -14582.483
HOMO level, eV: -4.08

```
! RIJCOSX wB97M-V def2-TZVPD def2/J DEFGRID3
* xyz -1 1
N -0.8132 -2.1772 -1.8959
C -1.3234 -0.8296 -1.4751
C -0.1776 -0.1060 -0.7262
N -0.4254 0.1278 0.7422
C 0.1441 -1.0115 1.4563
C 0.0772 1.4662 1.0915
C 1.5604 1.7633 0.6864
O 2.3735 0.7180 0.9206
H 0.1673 -2.1181 -1.8966
H -1.1961 -2.8553 -1.2716
H -2.2383 -0.8299 -0.8341
H -1.5847 -0.2429 -2.3887
H -0.1177 0.8358 -1.2713
H 0.7897 -0.6447 -0.8884
H 1.1911 -1.1706 1.4146
H -0.2515 -1.9512 1.0197
H -0.0615 -1.0376 2.5168
H -0.5017 2.2012 0.5145
H -0.0537 1.7061 2.1498
H 1.8609 2.6714 1.2476
H 1.4651 1.9665 -0.4032
H -2.4465 -0.0673 0.8445
H -3.9558 0.5663 0.8509
O -3.3462 -0.1125 1.0567
H 2.5666 0.2610 -1.9325
H 2.9774 0.4813 -0.1511
O 3.3200 0.3894 -1.3774
*
```

These are the Löwdin partial charges, in e, on atoms 1 to 2: -0.0090 -0.2323

=====

DFT (the ωB97M-V functional and the def2-TZVPD basis) results for a cluster of 8 separate species, C39H46N8O13 in total at a distorted geometry.

Values from the calculation:
LUMO level, eV: -2.00
ΔE to the lowest compared entry with this formula, charge and spin, kJ/mol: 1659.7
F_max, Eh/bohr: 0.298
SMILES string: O=[N+]([O-])c1ccccc1.O=[N+]([O-])c1ccccc1.O=[N+]([O-])c1ccccc1.O=[N+]([O-])c1ccccc1.O=[N+]([O-])c1ccccc1.CN(C)C=O.CN(C)C=O.CN(C)C=O
Gap between HOMO and LUMO, eV: 7.33
Total energy, eV: -79691.140
HOMO level, eV: -9.33

```
! RIJCOSX wB97M-V def2-TZVPD def2/J DEFGRID3
* xyz 0 1
C -4.3743 3.5484 -3.2447
C -5.4732 2.3709 -3.6024
C -5.8696 1.3643 -2.6241
C -5.3503 1.4807 -1.1674
C -4.4890 2.5881 -0.7940
C -4.0058 3.6515 -1.9240
N -5.6389 0.3849 -0.1920
O -4.5877 0.1448 0.5763
O -6.4573 -0.4793 -0.4478
H -4.2950 4.3480 -3.9805
H -5.8744 2.5042 -4.6972
H -6.6920 0.5619 -2.7342
H -4.0791 2.6703 0.2099
H -3.5766 4.5053 -1.6766
C -1.2822 -4.1994 -1.2111
C 0.2077 -3.6654 -1.3971
C 1.3197 -4.6572 -1.6087
C 1.0594 -6.0979 -1.7983
C -0.3633 -6.5326 -1.5689
C -1.4928 -5.5973 -1.3359
N 2.1250 -7.0255 -2.2310
O 1.7862 -8.3201 -2.4035
O 3.2870 -6.6400 -2.1933
H -2.3401 -3.7233 -0.9711
H 0.2646 -2.5992 -1.5799
H 2.3778 -4.1262 -1.9489
H -0.5642 -7.4895 -1.6983
H -2.5655 -6.1061 -1.1981
C 0.7433 -3.3679 3.8722
C 1.6178 -4.2426 4.6688
C 1.9024 -5.7058 4.1445
C 1.1100 -6.2142 2.9531
C 0.2367 -5.2129 2.1231
C 0.2393 -3.8403 2.6235
N 1.2396 -7.6520 2.5530
O 1.0804 -7.9269 1.3569
O 1.4306 -8.3585 3.4804
H 0.3375 -2.5074 4.2913
H 2.2139 -4.0668 5.5171
H 2.5249 -6.3109 4.8112
H -0.2912 -5.5786 1.3587
H -0.4224 -3.3416 1.9040
C -3.2288 1.5030 4.0702
C -4.7270 1.6554 3.9516
C -5.3649 2.7733 4.7416
C -4.5947 3.6255 5.6397
C -3.0257 3.3495 5.7806
C -2.4867 2.2996 5.0077
N -5.2050 4.6732 6.4613
O -4.5404 5.7259 6.7677
O -6.3470 4.5163 6.8332
H -2.6566 0.7109 3.4160
H -5.2320 0.8540 3.1050
H -6.3963 2.8912 4.6155
H -2.6038 4.1045 6.3974
H -1.5429 1.9116 5.2540
C 2.9342 3.6272 0.4520
C 2.4601 4.8782 -0.2135
C 2.9992 5.0578 -1.6512
C 3.5708 3.8610 -2.4151
C 3.9423 2.4812 -1.4966
C 3.5862 2.5665 -0.1113
N 3.9091 3.9597 -3.7952
O 4.5943 3.0402 -4.3599
O 3.6784 4.9982 -4.3625
H 2.7744 3.7634 1.4952
H 2.1420 5.6502 0.1817
H 3.0763 6.0782 -1.9309
H 4.2864 1.4378 -2.0614
H 3.8460 1.7099 0.4418
C 4.2575 1.1106 3.2400
O 4.7770 2.2012 3.6765
N 5.0190 0.2463 2.5460
C 4.3631 -1.0085 2.2018
C 6.2970 0.5545 2.0892
H 3.2637 0.8676 3.6028
H 3.3405 -0.8360 1.9500
H 4.5328 -1.8535 2.7031
H 4.6756 -1.4692 1.1821
H 6.7273 1.4893 2.5377
H 6.4138 1.0108 1.0127
H 7.2126 -0.2228 1.9619
C 1.4201 -0.1319 -0.9070
O 1.9830 -1.1163 -0.3976
N 0.1879 0.3267 -0.5890
C -0.2625 1.6645 -1.1141
C -0.7773 -0.4029 0.1385
H 1.7618 0.3768 -1.7455
H -0.7522 1.5795 -2.0295
H 0.6222 2.2319 -1.3610
H -0.9542 2.2501 -0.4584
H -0.5425 -1.4046 0.0370
H -1.8286 -0.3351 -0.3546
H -0.9995 0.0088 1.1312
C 1.4946 1.2614 -5.3781
O 1.8906 1.1443 -4.2171
N 0.3990 1.7975 -5.8080
C 0.0107 1.6695 -7.1954
C -0.6098 2.2663 -4.7514
H 1.8409 0.7016 -6.2831
H -0.6173 2.3436 -7.5915
H -0.5052 0.8514 -7.0425
H 1.0580 1.5024 -7.8469
H -1.1875 2.8264 -5.2155
H -0.3745 2.8006 -4.0016
H -1.0044 1.4560 -4.1523
*
```

These are the Löwdin partial charges, in e, on atoms 1 to 2: -0.0488 -0.0238

=====

DFT (the ωB97M-V functional and the def2-TZVPD basis) results for the molecule C4H6O2S2 at a distorted geometry.

Values from the calculation:
LUMO level, eV: 0.48
ΔE to the lowest compared entry with this formula, charge and spin, kJ/mol: 364.1
F_max, Eh/bohr: 0.112
SMILES string: CS[C@H]1COC(=S)O1
Gap between HOMO and LUMO, eV: 9.05
Total energy, eV: -30007.608
HOMO level, eV: -8.57

```
! RIJCOSX wB97M-V def2-TZVPD def2/J DEFGRID3
* xyz 0 1
C -1.4750 0.1370 -2.2708
C -0.2577 -0.0734 0.4683
C 0.6375 -1.0133 1.5153
C 1.6680 0.8298 1.2613
H -1.5166 1.3893 -2.4176
H -1.3970 -0.4796 -3.2806
H -2.6101 -0.1750 -2.1389
H -1.1703 0.2810 0.9184
H 0.2258 -0.9267 2.4783
H 0.7455 -2.0995 1.0832
O 1.9905 -0.4859 1.3470
O 0.4753 1.1885 0.7315
S -0.0584 -0.5171 -1.1775
S 2.7425 1.9448 1.4822
*
```

These are the Löwdin partial charges, in e, on atoms 1 to 2: -0.4075 -0.5665

=====

DFT (the ωB97M-V functional and the def2-TZVPD basis) results for the ion C5H12NO with charge -1 at a distorted geometry.

Values from the calculation:
LUMO level, eV: 3.90
ΔE to the lowest compared entry with this formula, charge and spin, kJ/mol: 90.2
F_max, Eh/bohr: 0.034
SMILES string: CN[C@@H](C)CC[O-]
Gap between HOMO and LUMO, eV: 6.22
Total energy, eV: -8916.129
HOMO level, eV: -2.32

```
! RIJCOSX wB97M-V def2-TZVPD def2/J DEFGRID3
* xyz -1 1
C -1.8198 -1.0829 1.4377
N -1.4367 0.1539 0.7489
C -0.0864 0.0166 0.1132
C 0.5928 1.3373 -0.1463
C 2.0984 1.1333 -0.5381
O 2.6498 0.1058 0.1301
C -0.1078 -0.9269 -1.1099
H -1.9161 -2.0379 0.9129
H -1.0822 -1.2749 2.2255
H -2.7357 -0.8333 1.9797
H -2.0379 0.1710 -0.0669
H 0.5931 -0.5082 0.7907
H 0.6752 1.8672 0.8129
H 0.0184 1.9992 -0.8124
H 2.6033 2.1153 -0.4672
H 2.1338 1.0480 -1.6767
H 0.7559 -0.6064 -1.6964
H 0.0691 -1.9702 -0.8806
H -0.9672 -0.7070 -1.7571
*
```

These are the Löwdin partial charges, in e, on atoms 1 to 2: -0.1734 -0.0912

=====

DFT (the ωB97M-V functional and the def2-TZVPD basis) results for a structure of composition C12H28AgF2N4O4 at a distorted geometry.

Values from the calculation:
LUMO level (alpha / beta), eV: 0.46 / -2.63
ΔE to the lowest compared entry with this formula, charge and spin, kJ/mol: 49.9
F_max, Eh/bohr: 0.094
Gap between HOMO and LUMO (alpha / beta), eV: 9.30 / 5.86
Total energy, eV: -36477.962
⟨S²⟩: 0.7726
HOMO level (alpha / beta), eV: -8.84 / -8.49

```
! RIJCOSX wB97M-V def2-TZVPD def2/J DEFGRID3
* xyz 0 2
Ag 1.7416 -20.2448 -20.7557
F 3.5702 -21.7379 -19.9846
F 3.4792 -18.5884 -20.4330
C -1.7063 -19.2172 -20.7159
O -0.8802 -19.9713 -21.3754
N -3.0069 -19.2076 -20.9786
C -3.8326 -18.3277 -20.1679
C -3.6792 -20.3187 -21.7647
H -1.3612 -18.4442 -20.0121
H -4.3199 -18.9791 -19.4424
H -4.6446 -18.0416 -20.8365
H -3.3073 -17.4244 -19.8579
H -3.6423 -21.3484 -21.4090
H -4.7434 -20.0844 -21.7931
H -3.3204 -20.2836 -22.7933
C 1.3004 -19.6229 -17.5689
O 0.6239 -19.6641 -18.5883
N 0.8507 -20.0735 -16.3350
C -0.5152 -20.5724 -16.0248
C 1.6863 -19.7266 -15.1756
H 2.3163 -19.2058 -17.4900
H -1.1721 -19.8545 -15.5337
H -0.4990 -21.4582 -15.3898
H -1.0748 -20.6950 -16.9522
H 1.1448 -19.0427 -14.5219
H 1.8944 -20.6573 -14.6478
H 2.6571 -19.3568 -15.5054
C 1.2753 -22.3992 -23.2625
O 1.3910 -21.3125 -22.7539
N 1.4737 -22.7478 -24.6095
C 1.4872 -24.1578 -25.0535
C 1.7078 -21.7352 -25.6302
H 0.9984 -23.2936 -22.6833
H 0.4900 -24.4376 -25.3931
H 1.7812 -24.8449 -24.2601
H 1.9809 -24.2345 -26.0222
H 2.6883 -21.7906 -26.1032
H 1.0417 -21.6937 -26.4920
H 1.4166 -20.8617 -25.0468
C -0.2189 -15.8591 -23.5721
O -0.9062 -15.7623 -22.5713
N 0.8716 -16.6274 -23.6931
C 1.3087 -17.1016 -25.0058
C 1.2446 -17.4669 -22.6118
H -0.5415 -15.3869 -24.5129
H 2.1492 -16.4731 -25.3002
H 0.4628 -17.0494 -25.6913
H 1.6128 -18.1378 -24.8578
H 0.4257 -18.1729 -22.4737
H 2.2411 -17.8726 -22.7863
H 1.2746 -16.9101 -21.6752
*
```

These are the Löwdin partial charges, in e, on atoms 1 to 2: 0.9014 -0.4508

=====

DFT (the ωB97M-V functional and the def2-TZVPD basis) results for the ion C5H9NO with charge +1 at a distorted geometry.

Values from the calculation:
LUMO level (alpha / beta), eV: -5.19 / -9.04
ΔE to the lowest compared entry with this formula, charge and spin, kJ/mol: 353.3
F_max, Eh/bohr: 0.111
Gap between HOMO and LUMO (alpha / beta), eV: 8.56 / 4.62
Total energy, eV: -8856.789
⟨S²⟩: 0.7542
HOMO level (alpha / beta), eV: -13.75 / -13.65

```
! RIJCOSX wB97M-V def2-TZVPD def2/J DEFGRID3
* xyz 1 2
O -1.3569 -2.6984 1.7222
C -0.8454 -1.8187 1.0683
C 0.3460 -0.7641 1.4252
C 0.9039 -0.2542 0.0636
C 0.1156 0.8136 -0.6143
C -0.5841 0.7217 -1.7800
N -0.0569 2.0568 0.1008
H -0.7099 -2.0064 -0.0504
H 0.2760 0.0735 2.1989
H 1.0796 -1.6012 1.7475
H 1.9426 0.2048 0.1698
H 1.0052 -1.1001 -0.6141
H -0.9022 1.5098 -2.4554
H -0.8271 -0.2606 -2.3726
H -0.9588 2.4184 -0.2538
H 0.5724 2.7051 -0.3558
*
```

These are the Löwdin partial charges, in e, on atoms 1 to 2: 0.0931 -0.2144